(1)
Entry from OMol25: 3 unconnected molecules or ions with the total composition C17H28BF6N3O9 (ωB97M-V/def2-TZVPD).

Last column: Mulliken charge in e.
Geometry (Å):
C  -3.28955  0.39881  7.06602  -1.19
C  -3.30666  -0.36639  5.74371  -0.28
C  -1.98197  -0.24096  5.00835  -0.92
C  -1.77165  1.14974  4.40346  -0.36
N  -2.12035  1.15911  2.94902  0.53
B  -3.39822  1.77204  2.61083  0.15
N  -3.65166  2.05432  1.20172  -0.44
O  -4.34988  2.03741  3.57983  -0.63
C  -1.13215  1.87996  2.23891  0.06
O  -0.89478  3.05779  2.38852  -0.55
O  -0.41125  1.06756  1.41244  -0.24
N  0.35251  1.81196  0.49156  0.41
C  1.76490  1.71998  0.80411  0.33
C  2.48927  3.02713  0.73188  -1.19
O  2.30090  0.68047  1.12568  -0.46
C  -0.02438  1.46395  -0.86142  0.66
C  0.87753  0.57463  -1.66261  -1.03
O  -1.06429  1.90992  -1.30478  -0.55
H  -2.67648  1.28662  7.01332  0.32
H  -4.29371  0.71639  7.30974  0.31
H  -2.93910  -0.21900  7.87894  0.35
H  -4.12437  -0.03765  5.11879  0.21
H  -3.46273  -1.41454  5.97376  0.35
H  -1.17336  -0.42115  5.70477  0.38
H  -1.90858  -0.93225  4.18346  0.38
H  -2.29296  1.91763  4.95535  0.32
H  -0.71763  1.37501  4.49043  0.34
H  -3.23019  2.91093  0.87680  0.24
H  -4.63994  2.09008  1.00562  0.23
H  -4.46373  2.98272  3.65791  0.30
H  2.86460  3.24866  1.71840  0.36
H  3.28054  2.99148  -0.00112  0.33
H  1.80607  3.81888  0.46667  0.38
H  0.36084  0.33259  -2.57475  0.28
H  1.80001  1.09609  -1.88029  0.35
H  1.06865  -0.34259  -1.12522  0.26
C  -0.73429  1.70804  -5.47583  -0.98
C  -1.60051  1.05454  -6.52883  -0.29
O  -0.83365  0.73077  -7.70461  -0.31
C  -0.15578  -0.40251  -7.65674  0.33
O  -0.11128  -1.17319  -6.74972  -0.51
C  0.56725  -0.62556  -8.99535  0.92
F  1.14386  0.49578  -9.42661  -0.25
F  -0.30846  -1.02747  -9.91950  -0.25
F  1.50011  -1.55503  -8.86939  -0.24
H  -0.22984  2.58339  -5.88553  0.33
H  -1.33912  2.01669  -4.62374  0.39
H  0.03437  1.02080  -5.12259  0.22
H  -2.37491  1.73777  -6.86881  0.33
H  -2.08937  0.16010  -6.14710  0.32
C  4.07624  -2.97474  2.38308  -1.21
C  3.52179  -2.50532  1.05655  0.01
O  3.89735  -3.40429  -0.00805  -0.33
C  3.14090  -4.47644  -0.15521  0.33
O  2.18832  -4.77851  0.49320  -0.51
C  3.64464  -5.29851  -1.35310  0.90
F  4.97351  -5.39895  -1.34858  -0.25
F  3.27464  -4.70815  -2.49277  -0.25
F  3.13234  -6.51830  -1.32851  -0.24
H  5.15726  -3.10149  2.32080  0.32
H  3.85103  -2.24640  3.16055  0.36
H  3.64579  -3.93343  2.67111  0.32
H  3.94183  -1.54046  0.78620  0.23
H  2.43971  -2.39645  1.08928  0.31

Summary:
multiplicity	1
E	-57963.9814	eV
orbital gap	0.35722	Eh
maximum force	1.9	eV Å⁻¹
total charge	0
LUMO	-0.12	eV
structure (SMILES)	CCCCN(B(N)O)C(=O)ON(C(C)=O)C(C)=O.CCOC(=O)C(F)(F)F.CCOC(=O)C(F)(F)F

(2)
Entry from OMol25: a single C17H28BNO6P2 molecule (ωB97M-V/def2-TZVPD).

Last column: Mulliken charge in e.
Geometry (Å):
C  -2.46605  -0.97970  -1.62686  -0.65
C  -1.56763  -0.47720  -1.01131  -2.29
C  -0.58911  0.08846  -0.07103  3.17
C  -1.17384  0.46132  1.32733  -0.65
C  -2.70608  0.60464  1.39899  -1.40
C  -3.23099  2.01014  1.01390  -0.83
C  -4.31523  1.98558  -0.07410  -0.23
C  -4.33233  3.25275  -0.95507  -1.25
C  -0.15330  1.46968  -0.64169  -0.71
O  -0.74135  2.23822  -1.32423  -0.50
O  1.12192  1.70755  -0.18155  -0.42
C  1.72186  0.54139  0.32125  -0.59
O  1.73929  0.59049  1.80605  -0.41
C  2.16118  1.71221  2.29093  0.74
N  2.54027  2.68762  2.77326  -0.65
B  3.28702  0.48909  -0.09780  1.11
O  4.08829  -0.48539  0.42806  -0.57
O  3.73254  1.48404  -0.90627  -0.56
C  5.14592  1.64465  -1.06142  -0.83
C  0.80907  -0.61749  -0.12915  2.19
P  1.07377  -1.19209  -1.92387  -0.07
C  1.46644  0.30105  -2.90985  -0.92
O  2.59300  -1.87658  -1.76118  -0.50
P  1.18432  -2.20566  0.85128  -0.15
C  0.44338  -2.09753  2.54100  -1.33
C  0.08302  -3.45387  0.03294  -0.22
C  -0.31832  -4.61085  0.97701  -1.25
H  -3.22657  -1.49913  -2.15963  0.60
H  -0.85613  -0.22205  2.10018  0.17
H  -0.77072  1.43789  1.60272  0.49
H  -3.20713  -0.17818  0.83479  0.49
H  -2.95701  0.43781  2.44968  0.46
H  -2.40832  2.66378  0.72081  0.44
H  -3.66497  2.46292  1.90778  0.46
H  -4.19724  1.11038  -0.71195  0.14
H  -5.28755  1.90234  0.41664  0.39
H  -3.89092  3.05734  -1.93122  0.26
H  -5.35571  3.58210  -1.14288  0.38
H  -3.80250  4.06866  -0.46483  0.33
H  4.54940  -0.97855  -0.26004  0.26
H  5.64910  1.61324  -0.09769  0.32
H  5.55686  0.90654  -1.75213  0.32
H  5.30696  2.62824  -1.49957  0.25
H  2.36791  0.83634  -2.62010  0.21
H  0.62155  0.98689  -2.96248  0.21
H  1.61550  -0.06744  -3.92967  0.53
H  2.93241  -2.09803  -2.63662  0.34
H  0.62751  -1.14433  3.02517  0.48
H  -0.63980  -2.25013  2.51612  0.36
H  0.87806  -2.87953  3.15939  0.43
H  -0.80266  -2.99462  -0.40589  0.13
H  0.64356  -3.87266  -0.80229  0.37
H  0.24397  -4.63974  1.90680  0.28
H  -1.38844  -4.58002  1.17349  0.31
H  -0.13416  -5.56259  0.47676  0.39

Summary:
multiplicity	1
E	-51111.3476	eV
orbital gap	0.31057	Eh
maximum force	1.7	eV Å⁻¹
total charge	0
LUMO	0.19	eV
structure (SMILES)	C#C[C@]1(CCCCC)C(=O)O[C@](OC#N)(B(O)OC)[C@@]1(P(C)O)P(C)CC

(3)
Entry from OMol25: 8 unconnected molecules or ions with the total composition C17H28ClO21 (ωB97M-V/def2-TZVPD).

Last column: Mulliken charge in e.
Geometry (Å):
Cl  0.58132  0.16256  0.32941  1.64
O  -0.46826  -0.78814  0.45339  -0.42
O  1.55086  -0.05001  1.40041  -0.76
O  1.26821  0.02610  -0.92830  -0.62
O  0.08065  1.50204  0.45147  -0.69
C  3.43659  -2.79077  0.22231  0.17
C  3.49375  -2.47430  -1.27930  -0.17
O  4.35621  -3.48907  -1.77769  -0.38
C  5.13833  -3.89738  -0.75456  0.57
O  6.09690  -4.57354  -0.93796  -0.54
O  4.65819  -3.48076  0.42556  -0.36
H  2.54381  -3.39068  0.38940  0.01
H  3.34649  -1.79232  0.65051  0.21
H  3.78877  -1.45839  -1.54516  0.11
H  2.48623  -2.56998  -1.68881  0.33
C  -1.40099  -4.13500  0.15595  0.59
C  -1.56762  -5.24555  1.19564  -0.35
O  -1.66670  -6.40655  0.37569  -0.35
C  -1.80922  -6.06901  -0.92345  0.66
O  -1.86090  -6.82458  -1.83593  -0.53
O  -1.87943  -4.72277  -1.01669  -0.33
H  -0.33609  -3.89115  0.05110  -0.15
H  -1.86889  -3.18381  0.40160  -0.19
H  -2.49897  -5.18234  1.76561  0.28
H  -0.78277  -5.22801  1.94942  0.33
C  -3.56633  -0.01413  0.86254  0.02
C  -3.69611  -0.67978  -0.47730  0.35
O  -5.08428  -1.06118  -0.50990  -0.42
C  -5.77898  -0.27058  0.41989  0.58
O  -6.95185  -0.11371  0.40508  -0.53
O  -4.90750  0.34384  1.18445  -0.42
H  -2.92362  0.85170  0.98884  0.19
H  -3.31006  -0.79162  1.59056  0.17
H  -3.09666  -1.58591  -0.54237  -0.04
H  -3.53285  -0.11091  -1.39787  0.11
C  3.47988  1.93786  -3.03364  0.18
C  2.31272  2.49739  -3.83765  -0.17
O  2.00834  3.68498  -3.09990  -0.38
C  2.80836  3.88093  -2.06385  0.74
O  2.70724  4.79516  -1.31172  -0.56
O  3.77138  2.90563  -2.00803  -0.36
H  4.40272  1.89316  -3.61538  0.32
H  3.23469  0.99294  -2.55111  -0.18
H  1.43923  1.85090  -3.75034  0.17
H  2.50060  2.72696  -4.88359  0.29
C  -1.26274  2.43870  -1.98330  0.49
C  -2.48803  3.33717  -1.68575  -0.19
O  -3.08324  3.57313  -2.96506  -0.36
C  -2.22079  3.14776  -3.93733  0.59
O  -2.33591  3.38210  -5.09970  -0.58
O  -1.21445  2.49376  -3.40283  -0.34
H  -1.41579  1.44914  -1.56043  -0.35
H  -0.30552  2.83258  -1.65717  0.18
H  -2.13759  4.23175  -1.17143  0.26
H  -3.22517  2.82163  -1.07377  0.21
O  -1.01954  -0.13046  4.03577  -0.62
H  -0.11993  0.04158  3.72783  0.26
H  -1.54648  0.56998  3.63727  0.32
C  1.20778  3.58013  5.56155  -1.30
C  0.80586  2.49739  4.55759  0.09
O  1.89060  2.31371  3.66922  -0.54
H  1.55204  4.51178  5.11705  0.34
H  1.91010  3.15176  6.27143  0.30
H  0.29940  3.89747  6.08447  0.37
H  -0.09415  2.79258  4.00625  0.16
H  0.57722  1.55355  5.05499  0.30
H  1.72298  1.73250  2.91498  0.31

Summary:
multiplicity	1
E	-73598.5278	eV
orbital gap	0.37066	Eh
maximum force	2.5	eV Å⁻¹
total charge	-1
LUMO	2.05	eV

(4)
Entry from OMol25: a molecular structure, C17H28F4N4NaSSi (ωB97M-V/def2-TZVPD).

Last column: Mulliken charge in e.
Geometry (Å):
Na  -13.68386  -7.20224  -1.59501  0.71
C  -13.67376  -8.96284  -4.49096  -1.05
N  -14.46057  -8.90469  -3.22944  0.57
C  -14.54013  -10.23722  -2.62659  -0.89
C  -15.82216  -8.36164  -3.41882  -0.92
C  -15.83116  -6.95031  -4.01495  -1.06
N  -14.87987  -6.16728  -3.25941  -0.18
C  -14.94726  -4.83148  -3.29314  0.10
C  -13.92190  -4.13533  -2.56177  0.14
F  -12.94627  -4.91676  -1.94686  -0.35
C  -13.84023  -2.77098  -2.43945  0.14
F  -12.83707  -2.22078  -1.73704  -0.33
C  -14.80914  -1.94085  -3.02924  -0.63
C  -15.79216  -2.57272  -3.79280  0.16
F  -16.72747  -1.79856  -4.39095  -0.34
C  -15.87768  -3.94490  -3.94180  0.44
F  -16.87555  -4.44581  -4.69804  -0.34
H  -14.17037  -9.58132  -5.26013  0.31
H  -12.69704  -9.38336  -4.24186  0.26
H  -13.52306  -7.95384  -4.87979  0.24
H  -15.16304  -10.93836  -3.21484  0.34
H  -14.98771  -10.18196  -1.63025  0.14
H  -13.53157  -10.65378  -2.54147  0.10
H  -16.32069  -8.38273  -2.44466  0.38
H  -16.42339  -9.03437  -4.05493  0.43
H  -16.85821  -6.56657  -3.94215  0.50
H  -15.61326  -6.97550  -5.09854  0.38
H  -14.77523  -0.85261  -2.95170  0.42
S  -10.66733  -9.35981  -2.04609  -0.42
C  -11.28361  -10.67756  -1.19253  0.02
N  -11.88519  -10.54440  0.02745  0.10
C  -12.44547  -11.67949  0.74918  -0.32
C  -12.94836  -12.71757  -0.24838  -0.38
C  -11.80685  -13.11697  -1.17843  -0.66
N  -11.20112  -11.90257  -1.72149  -0.13
H  -12.02532  -9.57162  0.28843  -0.10
H  -13.21012  -11.33342  1.44822  -0.03
H  -11.63636  -12.09679  1.37449  0.24
H  -13.81324  -12.36556  -0.80597  0.13
H  -13.30046  -13.59643  0.30586  0.39
H  -12.14121  -13.73757  -2.02012  0.36
H  -11.02537  -13.70119  -0.67174  0.35
H  -10.64107  -11.92684  -2.57261  0.22
C  -15.32407  -6.55518  1.60447  -1.31
Si  -14.18158  -8.07242  1.35894  0.42
C  -13.03573  -7.92132  2.88836  -1.25
C  -15.37950  -9.48191  1.90360  -1.40
H  -15.67861  -6.61908  2.64019  0.35
H  -16.18002  -6.55093  0.92871  0.30
H  -14.80949  -5.59858  1.45318  0.31
H  -13.67283  -7.79471  3.76694  0.33
H  -12.33869  -7.08595  2.79691  0.33
H  -12.41201  -8.80703  3.02563  0.33
H  -15.77157  -9.19049  2.87915  0.43
H  -14.91022  -10.47011  1.98079  0.45
H  -16.20637  -9.59977  1.19534  0.27

Summary:
multiplicity	1
E	-58044.7300	eV
orbital gap	0.19037	Eh
maximum force	1.7	eV Å⁻¹
total charge	-1
LUMO	2.11	eV

(5)
Entry from OMol25: a gas-phase ion, C17H28FN2O2 (charge +1) (ωB97M-V/def2-TZVPD).

Last column: Mulliken charge in e.
Geometry (Å):
C  -3.93554  0.37526  -3.56808  -0.64
C  -3.20588  -0.95107  -3.45335  -0.21
C  -3.47433  -1.79643  -2.07583  -0.28
N  -2.31254  -1.86938  -1.11729  -0.02
C  -2.62530  -2.34337  0.31325  -0.15
O  -3.30362  -1.41810  1.23322  -0.11
C  -4.79320  -1.57919  1.14700  0.31
N  -6.02511  -1.19349  0.87924  -0.37
O  -1.23739  -2.35172  0.88382  -0.48
C  -0.48457  -1.16755  0.34840  1.28
C  -0.33719  -0.25794  1.69638  -0.60
C  -0.91308  1.08443  1.96122  -0.90
C  1.02314  -1.76807  0.15357  -0.71
C  1.66234  -1.64095  -1.34135  -0.57
C  1.87983  -0.12957  -1.91404  -0.69
C  1.95288  1.06113  -0.79524  -0.41
C  3.16508  0.91893  0.30264  -0.68
C  2.61061  1.63862  1.69474  -0.16
C  3.67812  2.81287  2.18631  -0.45
C  3.50534  3.24323  3.76204  -0.89
C  -1.38601  -0.69148  -0.92197  -0.08
F  -2.12595  0.58961  -0.90737  -0.39
H  -3.59766  1.23988  -4.28289  0.27
H  -4.86401  0.53426  -2.84205  0.21
H  -2.49039  -1.29046  -4.34248  0.33
H  -4.47847  -1.40242  -1.61917  0.24
H  -3.69480  -2.91936  -2.41713  0.35
H  -1.64394  -2.62379  -1.42788  0.51
H  -3.21297  -3.35047  0.40612  0.50
H  0.26700  -0.75228  2.60001  0.42
H  -1.99404  1.37643  1.56317  0.17
H  -0.32863  1.84307  2.63403  0.31
H  1.68608  -1.32584  1.02492  0.24
H  0.95203  -2.93756  0.38684  0.34
H  2.72405  -2.18412  -1.38976  0.37
H  0.99199  -2.23083  -2.13249  0.23
H  1.05515  0.20543  -2.70860  0.26
H  2.90877  -0.08449  -2.51688  0.38
H  2.17620  2.06808  -1.39780  0.40
H  0.88285  1.19961  -0.34162  0.06
H  3.51180  -0.20571  0.48460  0.22
H  4.08902  1.52810  -0.08031  0.48
H  2.34541  0.87094  2.54255  0.25
H  1.60170  2.22473  1.44579  -0.02
H  4.74646  2.42171  1.90611  0.35
H  3.48796  3.79868  1.54487  0.25
H  2.98895  4.30015  3.90630  0.25
H  2.85201  2.42563  4.33620  0.25
H  4.57580  3.34186  4.24044  0.26
H  -0.85595  -0.63699  -1.99020  0.28

Summary:
multiplicity	1
E	-27854.4792	eV
orbital gap	0.29375	Eh
maximum force	11.9	eV Å⁻¹
total charge	+1
LUMO	-4.00	eV
structure (SMILES)	C=CC[N@@H+]1[C@H](OC#N)O[C@@](C=C)(CCCCCCCC)[C@@H]1F

(6)
Entry from OMol25: 3 unconnected molecules or ions with the total composition C17H28IN2O3P (ωB97M-V/def2-TZVPD).

Last column: Mulliken charge in e.
Geometry (Å):
C  -1.39422  2.95886  -0.21601  -0.69
C  -2.32410  2.99164  0.99815  -0.33
C  -3.36204  1.83054  1.10348  -0.68
I  -2.76083  0.39139  2.60278  0.06
P  -3.96319  1.00944  -0.45314  -0.14
C  -2.64828  0.08301  -1.39662  -0.69
C  -1.87378  -1.00485  -0.63913  -0.60
O  -2.40899  -2.02740  -0.25565  -0.52
C  -0.40303  -0.72254  -0.37790  0.94
C  0.34779  -0.25128  -1.43231  -0.05
C  1.67506  0.06610  -1.29267  -0.73
C  2.25113  -0.08492  -0.05106  -0.34
C  1.52031  -0.57264  0.99169  -0.99
C  0.19047  -0.89464  0.84981  -0.09
H  -0.86517  2.00970  -0.33634  0.03
H  -1.91349  3.20040  -1.14833  0.31
H  -0.61737  3.71905  -0.07129  0.27
H  -2.85656  3.94848  0.99752  0.29
H  -1.69191  2.94796  1.88915  0.29
H  -4.26350  2.26805  1.53660  0.54
H  -4.25205  2.10607  -1.31154  0.05
H  -1.95928  0.75974  -1.90499  0.46
H  -3.18716  -0.42948  -2.20359  0.41
H  -0.11472  -0.11493  -2.40582  0.39
H  2.20933  0.42542  -2.16424  0.45
H  3.29585  0.17296  0.09090  0.46
H  1.94164  -0.69656  1.98365  0.40
H  -0.37034  -1.27377  1.69324  0.43
C  -2.24692  -7.44740  0.71850  -0.79
N  -1.67624  -6.76236  1.86190  -0.16
C  -1.19360  -5.49005  1.92645  0.72
C  -1.24346  -4.66002  0.66808  -0.83
O  -0.74210  -5.05711  2.97488  -0.67
H  -3.26847  -7.75216  0.95414  0.27
H  -1.65737  -8.34077  0.50264  0.28
H  -2.26074  -6.81098  -0.15956  0.32
H  -1.61349  -7.26057  2.73541  0.23
H  -0.83024  -3.68005  0.87270  -0.10
H  -0.65087  -5.13074  -0.11890  0.37
H  -2.27321  -4.53701  0.33573  0.40
C  3.26408  5.39287  -0.43271  -0.76
N  3.71854  4.11065  0.07175  -0.15
C  4.50486  3.19214  -0.54883  0.84
C  4.98611  3.51275  -1.94351  -1.38
O  4.79989  2.15142  0.01637  -0.65
H  3.61516  6.18505  0.23076  0.30
H  2.17270  5.40710  -0.44647  0.20
H  3.63361  5.58032  -1.43499  0.32
H  3.43287  3.83334  0.99782  0.22
H  5.59750  2.68995  -2.30188  0.30
H  4.13845  3.63777  -2.61877  0.36
H  5.59135  4.42005  -1.93783  0.41

Summary:
multiplicity	1
E	-44595.1824	eV
orbital gap	0.33302	Eh
maximum force	2.0	eV Å⁻¹
total charge	0
LUMO	0.43	eV
structure (SMILES)	CC[C@H](I)PCC(=O)c1ccccc1.CNC(C)=O.CNC(C)=O